# 1
The following is a quantum chemistry calculation of a structure of composition C39H39IrN7O2, from the Open Molecules 2025 dataset.

Geometry as XYZ:
```
88
Properties=species:S:1:pos:R:3:forces:R:3
Ir -0.43250 0.92503 0.11571 -0.81 0.50 -0.44
C 5.10025 1.04888 4.99012 -0.18 0.04 0.11
C 4.10942 0.55487 4.01917 0.41 -0.38 0.44
C 3.72631 -0.81374 3.99781 -0.05 -0.19 -0.10
C 2.82480 -1.15795 3.04001 0.22 -0.13 0.34
C 0.90659 -2.81788 3.46067 0.41 0.96 0.32
N -0.30620 -3.25412 2.80232 0.03 -0.92 0.25
C -0.44144 -4.11805 1.65608 -0.31 0.15 -0.64
C -1.88404 -4.13672 1.12783 -0.14 0.18 0.03
C -2.30126 -2.80475 0.49499 0.39 -0.04 0.06
N -3.74128 -2.78267 0.22373 -0.10 0.01 0.03
C -4.50360 -1.90346 -0.36413 -0.08 -0.10 -0.02
C -4.28626 -0.64771 -1.01524 0.47 0.34 0.06
C -5.40742 -0.13402 -1.68245 0.05 0.07 -0.16
C -5.38506 1.01923 -2.47392 0.27 -0.03 0.05
C -6.62418 1.56140 -3.09955 -0.13 0.31 -0.35
C -4.14797 1.61162 -2.69138 -0.33 -0.22 0.04
C -2.99167 1.20112 -2.01088 0.02 -0.37 0.77
C -1.73392 1.75055 -2.38574 0.29 -0.05 -0.22
N -0.60821 1.56149 -1.74140 -0.58 0.26 0.03
C 1.31102 2.92328 -2.68935 -0.35 0.46 0.20
C 1.67606 3.76760 -1.44206 -0.07 -0.25 -0.15
C 0.84109 3.58470 -0.16882 0.15 0.48 -0.26
N 1.06809 2.27528 0.50465 -0.01 -0.21 0.30
C 2.08444 2.22465 1.28721 -0.20 0.24 -0.31
C 2.59977 1.13479 2.10997 0.23 -0.19 0.40
C 3.54015 1.47671 3.07797 -0.50 0.37 -0.72
C 2.27099 -0.23465 2.12170 -0.18 0.28 -0.04
O 0.06829 -1.23351 1.51621 0.04 -0.55 0.84
C -3.06762 0.12829 -1.04556 -0.70 0.48 -0.86
O -2.11527 -0.15596 -0.25028 1.26 -0.18 0.75
H 5.16196 0.42140 5.87842 0.01 -0.03 -0.03
H 4.91230 2.08747 5.26912 0.03 0.01 -0.01
H 6.10403 1.04018 4.53193 -0.01 -0.02 -0.10
H 4.13373 -1.51556 4.71465 0.04 0.05 0.02
H 1.33218 -3.68585 3.98824 -0.21 -0.12 -0.05
H -1.10498 -3.26289 3.44209 0.03 0.26 -0.05
H -0.17600 -5.14525 1.94650 0.11 0.08 0.20
H 0.26277 -3.80856 0.88061 0.06 -0.02 0.05
H -2.55880 -4.37569 1.95798 0.04 -0.10 -0.02
H -1.96366 -4.94378 0.39857 0.00 -0.06 0.06
H -1.75898 -2.65091 -0.43774 -0.03 0.06 0.00
H -2.05753 -1.98003 1.15593 -0.10 0.05 -0.02
H -4.23481 -3.60341 0.55755 -0.10 0.02 -0.06
H -5.53877 -2.22792 -0.41934 0.01 -0.04 0.08
H -6.34588 -0.67374 -1.60995 0.00 0.01 0.04
H -7.51342 1.01434 -2.79924 -0.01 0.00 0.00
H -6.55839 1.54999 -4.19063 0.00 -0.17 0.04
H -6.75196 2.61396 -2.83760 -0.07 -0.07 0.14
H -4.07769 2.42463 -3.40628 0.03 0.04 0.03
H -1.70511 2.30339 -3.32053 0.17 -0.16 -0.10
H 1.27205 4.48652 -4.13610 -0.09 0.03 -0.01
H 2.25289 2.59124 -3.12181 0.00 -0.14 0.02
H 1.62272 4.82394 -1.71024 0.03 0.02 0.07
H 2.71742 3.56245 -1.18386 0.02 0.09 0.03
H -0.22330 3.69458 -0.36044 -0.03 -0.06 0.04
H 1.11996 4.38723 0.51634 -0.02 -0.09 0.10
H 2.65608 3.14670 1.39637 0.01 0.00 -0.04
H 3.86119 2.51124 3.14572 0.05 -0.02 0.06
C 0.26165 2.85634 -4.98822 0.05 -0.37 -0.04
C 0.48592 1.54540 -5.23403 -0.29 0.55 -0.15
C 0.99053 0.49269 -4.38190 0.09 -0.54 0.60
C 1.02803 0.49705 -3.02755 -0.48 0.20 -0.74
N 0.62762 1.67400 -2.36135 0.78 -0.14 0.01
C 0.59653 3.69138 -3.79504 0.19 0.09 0.07
C 1.53626 -0.59076 -2.18174 0.26 -0.12 0.19
C 2.42525 -1.54410 -2.70611 -0.03 -0.07 0.20
C 3.05469 -2.42588 -1.85740 0.00 0.00 -0.28
C 2.79367 -2.36674 -0.49167 -0.13 0.10 0.23
C 1.85345 -1.45819 -0.04259 0.28 -0.31 -0.26
N 1.23978 -0.59292 -0.86706 -0.19 0.25 0.07
C 1.47467 -1.31786 1.41672 -0.10 -0.01 -0.01
C 2.02396 -2.32821 2.49564 -0.06 -0.24 -0.39
C 0.53188 -1.79511 4.50476 0.20 -0.57 0.26
C -0.07293 -0.56715 4.35838 -0.27 0.63 -0.80
C -0.46020 0.23120 3.25628 0.20 -0.12 1.11
N -0.40211 0.02482 1.93928 -0.02 -0.26 -1.16
H -0.18836 3.41899 -5.80005 0.08 -0.02 -0.06
H 0.24617 1.20834 -6.23602 0.00 0.02 -0.01
H 1.27901 -0.41792 -4.89667 0.13 0.10 -0.05
H -0.29166 4.23250 -3.44360 -0.03 -0.08 0.06
H 2.66134 -1.54404 -3.75983 0.01 0.00 0.01
H 3.76803 -3.13936 -2.24910 0.02 0.01 0.02
H 3.33280 -3.01329 0.18656 -0.05 -0.01 -0.01
H 2.62529 -3.15373 2.11517 -0.04 0.01 0.00
H 0.75014 -2.09831 5.52087 -0.05 -0.02 -0.02
H -0.28125 -0.05977 5.29281 0.03 -0.03 0.04
H -0.87945 1.20073 3.50181 -0.02 0.01 -0.11
```
Positions in Å, forces in eV/Å.

Summary:
Charge = +4
2S+1 = 6


# 2
The following is a quantum chemistry calculation of a structure of composition C39H39N2P2Tc, from the Open Molecules 2025 dataset.

Geometry as XYZ:
```
83
Properties=species:S:1:pos:R:3:forces:R:3
Tc 0.34782 0.15954 0.12078 -0.02 -0.58 0.51
C 2.19828 -1.41323 -2.08352 0.03 -0.03 0.04
P 2.60048 -0.61916 -0.45989 -0.04 0.00 -0.12
C 3.72891 0.71818 -0.87099 -0.04 0.04 0.01
C 3.20072 1.90854 -1.38013 0.01 0.01 -0.01
C 4.04594 2.93356 -1.77265 0.00 -0.04 0.02
C 5.42110 2.77681 -1.64529 0.01 -0.01 0.02
C 5.94838 1.60056 -1.12929 -0.01 -0.02 0.01
C 5.10695 0.56708 -0.74189 0.10 -0.01 0.01
C 3.43341 -1.83149 0.55557 0.05 0.02 0.02
C 3.67222 -3.13589 0.13079 0.01 -0.03 0.04
C 4.31154 -4.02929 0.98089 0.00 0.03 -0.03
C 4.71657 -3.61830 2.24142 0.01 0.02 0.02
C 4.48655 -2.31245 2.66392 -0.01 0.01 0.01
C 3.84295 -1.41782 1.82629 0.03 -0.07 0.04
C 1.12389 -0.60986 -2.68721 -0.08 0.07 -0.35
C 0.81267 -0.30775 -4.05789 0.35 -0.27 0.32
C -0.30488 0.46319 -4.05241 -0.41 0.25 0.29
C -0.69171 0.63951 -2.67689 0.04 0.02 -0.30
C -1.83526 1.36473 -2.07916 -0.06 0.07 -0.04
P -1.49548 1.64949 -0.28246 0.03 -0.07 -0.04
C -0.69831 3.25547 -0.20919 0.02 0.07 0.01
C -1.17360 4.37492 -0.89380 0.00 0.02 -0.04
C -0.49992 5.57926 -0.79243 0.02 0.00 0.02
C 0.65458 5.67291 -0.01831 0.00 0.01 0.00
C 1.13693 4.56752 0.66707 -0.08 0.00 -0.05
C 0.45173 3.36324 0.57492 0.10 0.03 0.07
C -3.08207 1.66748 0.54895 -0.05 0.13 0.07
C -3.10015 1.41165 1.92253 -0.06 0.14 0.02
C -4.29709 1.47550 2.62047 0.03 0.01 -0.04
C -5.47464 1.78574 1.94864 -0.01 -0.02 0.03
C -5.46063 2.03991 0.58277 0.02 -0.02 -0.01
C -4.26487 1.98688 -0.12020 -0.02 -0.02 0.02
N 0.19176 -0.01496 -1.86821 0.10 0.08 -0.29
H 1.79822 -2.41287 -1.86865 0.02 -0.01 0.00
H 3.06132 -1.52216 -2.73958 0.00 0.01 -0.01
H 2.12698 2.04913 -1.47702 -0.01 0.00 0.00
H 3.63689 3.85177 -2.17277 0.00 0.00 0.01
H 6.08458 3.57721 -1.94432 0.00 -0.01 -0.01
H 7.01895 1.48399 -1.02949 0.00 0.01 0.00
H 5.52691 -0.34601 -0.33666 -0.02 0.02 -0.03
H 3.38781 -3.46698 -0.85949 0.01 -0.01 0.01
H 4.50709 -5.04024 0.64996 0.00 0.01 0.00
H 5.22835 -4.31278 2.89421 -0.01 0.00 0.01
H 4.81870 -1.99238 3.64247 0.01 0.00 -0.01
H 3.68787 -0.39373 2.15232 -0.01 -0.01 -0.01
H 1.37278 -0.64348 -4.91713 0.02 -0.02 0.05
H -0.81964 0.87327 -4.90782 -0.02 0.02 0.04
H -2.74399 0.76147 -2.19332 0.00 0.01 0.01
H -2.02003 2.29830 -2.61473 -0.03 -0.02 -0.02
H -2.07805 4.31898 -1.48959 0.01 0.01 0.02
H -0.87668 6.45222 -1.30815 0.01 0.00 0.00
H 1.17159 6.62025 0.05940 0.00 0.00 -0.01
H 2.02536 4.64683 1.27860 0.00 -0.01 0.00
H 0.81333 2.52124 1.17122 -0.04 -0.04 -0.03
H -2.18332 1.16826 2.44823 0.02 0.00 -0.01
H -4.31296 1.29235 3.68669 0.00 0.00 0.00
H -6.40719 1.84107 2.49492 0.01 0.00 0.00
H -6.37715 2.29783 0.06895 0.00 0.00 0.00
H -4.26583 2.21272 -1.18042 -0.01 0.01 0.02
C -4.11295 -1.63255 0.91052 0.02 -0.14 -0.14
N -3.70770 -2.49820 -0.24718 -0.07 -0.03 0.06
C -4.32757 -3.86382 -0.15233 0.06 0.16 0.00
C -2.20332 -2.52692 -0.50408 -0.08 0.00 0.00
C -1.36234 -2.48881 0.74030 0.04 -0.06 0.12
C -1.41627 -3.51841 1.67521 0.03 -0.05 0.02
C -0.68045 -3.47802 2.85677 0.01 0.04 -0.03
C 0.14593 -2.39766 3.13175 -0.02 0.00 0.01
C 0.24261 -1.38841 2.18580 -0.02 0.18 0.00
C -0.48429 -1.42847 0.99785 0.05 0.28 -0.37
H -5.18899 -1.49166 0.85015 -0.01 0.02 0.06
H -3.59757 -0.67744 0.83695 -0.08 -0.13 0.00
H -3.84760 -2.13788 1.83546 -0.01 0.03 -0.03
H -4.11222 -2.06456 -1.07648 -0.03 -0.05 -0.02
H -3.91644 -4.37439 0.71150 -0.06 -0.01 0.00
H -4.10867 -4.41211 -1.06431 -0.01 -0.04 0.00
H -5.40056 -3.74084 -0.03181 -0.01 -0.03 -0.01
H -1.99263 -1.65546 -1.12320 0.06 0.02 0.02
H -2.02294 -3.42489 -1.09428 0.02 0.01 -0.02
H -2.03492 -4.38794 1.48981 0.06 0.00 0.00
H -0.75212 -4.29647 3.56025 0.00 0.00 0.00
H 0.71385 -2.35066 4.05083 -0.01 -0.01 0.00
H 0.93046 -0.55215 2.38949 0.02 0.02 -0.02
```
Positions in Å, forces in eV/Å.

Summary:
Charge = +3
2S+1 = 4


Summary of DFT total energy in Ha
-2145.91736; -2381.60897
(order as listed above)